Record 1
102
Properties=species:S:1:pos:R:3:forces:R:3:lowdin_charge:R:1 method="wB97M-V/def2-TZVPD" orbital_gap_ev=6.16 charge=+1 lumo_ev=-3.4 homo_ev=-9.59
S -2.9264 3.5458 5.7407 0.12 -0.02 0.09 0.65
S -3.2110 -1.7340 2.4820 -0.19 0.07 -0.06 0.80
O 1.6301 -2.7301 5.9143 -0.52 0.53 0.02 -0.09
O -1.1551 -1.1844 0.6763 -0.65 -1.18 0.63 -0.22
O -1.0691 0.0152 3.8688 0.12 -0.05 -1.72 -0.13
O -0.8837 -1.7770 -7.1528 0.06 -0.77 0.27 -0.19
O 2.1301 3.2217 -3.5326 1.38 -1.07 1.09 -0.21
N -2.9703 -2.7853 -8.4600 0.12 0.43 -0.58 0.22
C -0.4401 -1.0606 3.1404 0.57 -1.59 -0.11 -0.38
C 2.1989 2.7638 3.4682 0.30 0.07 -2.69 -0.04
C 1.3500 -0.2962 -2.4491 -0.27 -0.60 -0.38 -0.18
C 2.0317 -1.8759 2.3729 0.87 -0.20 -0.48 -0.21
C -0.8634 -1.2143 -5.8376 -0.11 0.61 0.08 -0.07
C -3.7953 1.1647 4.2686 -1.17 0.30 -0.03 -0.27
C -2.3842 -3.6616 -7.3935 -0.02 -0.31 0.94 -0.31
C 0.9160 2.6833 1.1470 3.17 0.26 2.35 -0.01
C 0.6312 -1.7617 5.4717 -0.34 1.10 1.57 -0.37
C -0.2429 -2.2591 4.2288 -1.03 0.79 0.49 -0.06
C 0.8556 2.6352 2.7123 3.20 0.28 -1.48 -0.17
C -0.9390 -3.2007 -7.1809 0.22 0.47 -0.94 -0.17
C -3.2490 -3.5342 -6.1476 -0.39 -0.07 -0.04 -0.03
C -1.3644 1.1544 3.0403 0.39 3.00 -0.64 -0.29
C -2.8974 1.6255 3.0262 -1.07 -0.81 -0.37 -0.17
C 3.6534 2.9333 1.2423 -2.85 0.02 1.68 -0.21
C -0.6171 -1.9968 -1.6734 -0.75 0.33 0.03 -0.17
C 1.5935 -2.9808 1.2875 0.12 0.35 -0.36 -0.11
C 3.5866 2.9179 2.7953 -3.41 -0.37 -2.31 -0.02
C 2.3136 2.8369 0.4716 -0.24 -0.33 2.60 -0.04
C -0.2321 -0.4930 -2.0894 0.80 0.59 -0.61 -0.18
C 2.1046 5.2792 -2.1731 0.71 -0.06 0.17 -0.08
C 5.0360 3.0409 0.4309 -0.98 -1.50 0.56 -0.09
C -4.2606 2.3497 5.2625 -0.23 -2.06 0.86 -0.55
C -0.4838 2.4335 3.5546 0.86 -0.22 -0.14 -0.12
C 1.6272 0.7144 -3.6784 0.78 0.00 -0.27 -0.16
C 2.6953 1.8797 -3.3575 0.76 -0.09 -1.24 -0.21
C -0.3160 -1.4089 6.7499 0.55 0.77 -0.42 -0.06
C 1.0010 -0.6633 2.5557 0.54 0.33 0.23 -0.11
C 3.0310 4.2355 -3.0182 -0.56 1.78 0.97 -0.25
C -1.5922 -2.0746 -0.3717 -0.16 -0.01 -1.74 -0.21
C -1.4050 -1.7161 1.9937 1.51 -1.91 0.38 -0.54
H 1.1133 -2.4088 0.4087 0.56 -1.04 1.40 0.06
H 2.1028 0.0903 -4.5300 -0.82 0.99 1.30 0.11
H 0.1035 -3.2353 3.7545 -0.06 1.52 0.65 0.12
H 2.3537 5.2014 -1.0572 -0.40 0.06 -1.57 0.06
H -2.4139 -4.6892 -7.7632 0.08 0.11 -0.02 0.16
H 3.2046 1.7664 -2.3334 -1.03 0.10 -1.27 0.10
H -1.6645 -3.1744 -0.0742 0.19 1.48 0.05 0.13
H -1.0677 3.4133 3.5185 0.63 -1.48 -0.09 0.09
H -5.1974 2.8953 4.8873 1.80 -0.33 0.42 0.09
H -4.5887 1.8242 6.2405 0.36 0.90 -1.59 0.08
H 3.0080 -1.4065 1.9620 -1.57 -0.60 0.66 0.12
H 2.1630 2.7309 4.6110 0.05 0.05 -1.83 0.10
H 1.4778 0.0562 3.3230 -0.83 -1.11 -1.22 0.11
H 4.8681 2.4871 -0.5712 0.36 1.20 1.44 0.06
H 1.0148 4.9717 -2.3010 1.46 0.66 0.01 0.08
H -4.7749 0.7340 3.8246 1.53 0.57 0.81 0.10
H 5.7989 2.3836 0.9992 -1.00 1.38 -0.89 0.09
H 1.7513 -1.3344 -2.7697 -0.57 1.62 0.58 0.11
H -1.8793 2.8063 6.3137 -1.48 0.12 -0.65 -0.11
H 0.3075 -2.6624 -1.5721 -1.24 1.07 0.09 0.10
H -0.2684 -0.2999 -5.8703 -0.02 -0.16 -0.07 0.09
H -0.9699 -0.4841 6.5137 0.88 -1.65 0.22 0.08
H -0.5022 0.2885 -1.2972 0.22 -1.32 -1.00 0.11
H 4.5236 3.0022 3.4389 -1.47 -0.15 -1.07 0.10
H -1.0516 1.0284 1.9331 -0.51 -0.33 1.86 0.13
H -1.2398 -2.4454 -2.5424 0.94 0.55 1.38 0.10
H -3.9904 -2.8425 -8.5240 0.15 -0.12 0.06 0.18
H 0.6850 1.1836 -4.1341 1.23 -0.54 0.96 0.11
H -3.0374 2.7664 2.9060 0.69 -1.82 0.23 0.11
H 2.3514 -2.3733 3.3670 -0.80 0.84 -1.51 0.11
H -0.2423 2.2537 4.6718 -0.13 0.28 -1.86 0.11
H -0.0486 2.5957 0.5228 1.82 0.20 1.03 0.10
H -0.4280 -1.8866 -5.0949 -0.01 -0.05 -0.12 0.09
H 2.3112 6.3743 -2.4689 -0.56 -1.77 0.28 0.08
H 2.4905 -3.5494 0.8356 -1.27 0.90 0.96 0.08
H -3.5515 -3.0123 2.8987 1.00 0.73 -0.56 -0.11
H -2.5724 -2.9880 -9.3836 -0.12 -0.04 0.12 0.18
H 2.0213 -2.3827 6.7525 -0.56 -0.38 -1.06 0.10
H 1.9710 0.0217 -1.5386 -1.07 -0.43 -1.19 0.11
H -2.6332 -1.7422 -0.7147 1.31 -0.49 0.54 0.12
H -3.4602 -2.4927 -5.8928 0.16 -0.03 0.00 0.09
H 5.4020 4.1086 0.2825 -0.50 -1.49 0.22 0.08
H 2.3828 2.8446 -0.6778 -0.29 0.01 2.05 0.06
H -2.7038 -1.8094 -8.2479 0.07 -0.16 0.13 0.17
H 1.2165 -0.7839 5.2718 -1.15 -1.45 -0.20 0.14
H -0.9579 -2.2960 7.0730 0.93 1.21 -0.46 0.09
H 0.8692 -3.7691 1.7069 0.99 1.24 -0.67 0.07
H -3.3603 0.3380 4.9187 -0.18 1.11 -1.14 0.10
H -0.4786 -3.6606 -6.3024 -0.28 0.04 0.02 0.14
H -1.3135 -2.4628 4.6225 1.68 0.25 -0.55 0.12
H -1.0872 -2.8295 1.9589 -0.55 1.75 0.12 0.10
H -2.7640 -4.0045 -5.2897 -0.02 0.04 -0.15 0.10
H -0.3453 -3.5102 -8.0492 0.02 0.04 0.08 0.14
H 3.5504 1.8072 -4.1360 -1.17 -0.08 1.22 0.13
H -4.2121 -4.0309 -6.2979 0.07 0.01 0.06 0.09
H 0.9508 -0.0631 1.5699 -0.13 -1.07 1.56 0.11
H -0.7962 -0.1966 -3.0551 0.68 -0.50 1.57 0.09
H 3.5846 4.8186 -3.8406 -0.87 -1.17 0.92 0.12
H 0.3779 -1.0669 7.6112 -1.11 -0.73 -1.21 0.08
H 3.8108 3.8453 -2.2798 -1.00 0.07 -1.20 0.09
H -3.3730 1.1749 2.0709 0.69 0.60 1.55 0.10
H -1.8793 -0.9415 -5.5463 0.03 -0.03 0.23 0.08



Record 2
90
Properties=species:S:1:pos:R:3:forces:R:3:lowdin_charge:R:1 method="wB97M-V/def2-TZVPD" relative_energy_kcal_mol=346.6 orbital_gap_ev=7.45 charge=0 lumo_ev=-1.6 homo_ev=-9.04 smiles="O=[N+]([O-])c1ccccc1.O=[N+]([O-])c1ccccc1.O=[N+]([O-])c1ccccc1.CN(C)C=O.CN(C)C=O.CN(C)C=O.CN(C)C=O"
O 28.9723 -5.3753 28.7251 1.39 -1.42 -1.26 0.07
O 32.7401 -12.9969 21.6287 -0.72 -0.19 1.73 0.00
O 36.8920 -15.5764 21.9451 1.19 -1.12 0.08 0.03
O 38.8500 -14.6921 32.5085 2.18 0.23 -0.92 -0.06
O 36.9356 -15.8928 28.3222 -0.67 0.61 -1.95 0.04
O 27.9089 -7.2512 28.5104 3.76 1.39 -1.39 0.00
O 30.7128 -11.2070 31.0787 1.76 -1.02 0.14 -0.01
O 37.4547 -15.6229 26.2128 -1.34 0.29 1.06 0.05
O 43.7683 -18.2016 20.8485 -2.12 -3.13 4.64 -0.01
O 43.5203 -19.7811 22.5649 1.66 0.87 -1.87 0.06
N 40.3513 -14.1811 30.9208 2.41 0.17 -5.06 -0.17
N 43.1749 -18.8305 21.8804 -0.23 1.52 -1.87 -0.30
N 36.7240 -13.2944 21.8692 -1.69 0.63 1.49 -0.15
N 32.8604 -11.0699 30.3485 0.11 -1.25 0.48 -0.22
N 31.6291 -11.2244 22.5294 -0.03 3.36 0.90 -0.13
N 36.7033 -15.4523 27.1771 0.88 -0.09 1.38 -0.35
N 28.9611 -6.5233 28.2927 -3.31 -1.48 1.47 -0.31
C 33.2578 -13.3648 27.8344 8.54 -2.31 -11.64 0.00
C 32.3853 -10.1350 29.3962 1.30 3.64 -1.01 -0.09
C 35.8837 -12.0849 21.9712 -0.74 -6.11 -2.88 -0.04
C 39.3246 -17.2638 23.3646 -0.53 0.32 0.78 -0.08
C 41.1244 -19.0581 23.3523 -1.94 1.50 0.81 0.01
C 34.2391 -11.4584 30.5366 -0.01 3.19 2.69 -0.06
C 31.1402 -9.0471 26.0722 0.08 -0.81 2.31 -0.07
C 32.4008 -8.2399 26.0441 -2.64 0.71 0.63 -0.11
C 33.0889 -12.7808 26.5264 6.99 -6.32 1.01 0.01
C 31.7873 -12.5546 22.2801 2.57 2.45 -3.00 -0.32
C 32.7462 -10.1516 22.6227 -3.98 -0.87 -1.78 0.03
C 39.7907 -18.5142 23.9499 3.96 2.42 -4.58 -0.01
C 33.9828 -13.1623 25.2890 3.35 -2.22 4.78 0.01
C 39.9536 -14.2154 32.1278 -3.78 1.27 6.06 -0.40
C 30.0849 -8.6017 26.9973 -0.80 3.24 -0.25 -0.01
C 41.1766 -17.0568 21.6358 -1.37 -3.13 4.14 0.09
C 39.5256 -14.7917 29.8486 -2.33 -1.19 -1.61 -0.07
C 31.8852 -11.6050 31.1358 -1.47 0.20 1.05 -0.32
C 31.4900 -6.4089 27.5248 -2.74 -13.11 -7.19 0.11
C 41.8483 -18.3689 22.3292 -3.92 3.59 -0.85 -0.12
C 38.1218 -13.1462 22.1131 2.62 -0.51 1.12 -0.09
C 39.9052 -16.5146 22.2540 5.52 -5.93 -0.04 -0.05
C 35.5025 -14.6030 27.0217 -3.61 4.21 -2.73 -0.05
C 36.2121 -14.6030 21.8077 1.38 2.68 0.48 -0.30
C 30.2836 -10.7073 22.9312 -2.09 -3.83 -0.58 -0.08
C 32.5995 -6.9627 26.6089 -6.13 -1.67 2.90 -0.02
C 34.5249 -14.2256 28.0649 0.88 -1.44 -2.19 0.04
C 41.5670 -13.4368 30.4119 0.09 -0.51 0.98 -0.04
C 30.1311 -7.1524 27.5282 4.80 -0.84 -0.29 -0.03
C 35.2907 -13.9042 25.5119 -4.46 -0.31 4.52 0.10
H 35.2027 -12.1613 22.7043 -3.13 -1.00 2.23 0.02
H 36.2471 -11.2482 22.2235 4.77 5.82 2.05 0.02
H 34.1996 -12.1998 31.2972 0.40 -1.32 0.09 0.06
H 41.6850 -16.7402 20.7282 -0.22 0.39 0.36 0.08
H 39.4237 -19.0318 24.8071 -0.58 0.03 0.22 0.07
H 30.0631 -11.1382 23.8996 0.05 0.61 0.81 0.04
H 35.1824 -14.6972 21.6551 -2.05 0.42 -0.40 0.12
H 41.4683 -19.9936 23.8594 0.05 1.07 -0.85 0.11
H 32.9346 -13.2475 28.6767 -5.12 2.09 8.74 -0.03
H 31.6325 -10.5713 28.7946 -1.19 -0.18 -0.32 0.06
H 32.0611 -9.1622 29.8936 -0.30 -1.37 -0.43 0.12
H 39.9110 -14.4712 28.8179 -0.44 -0.27 1.67 0.09
H 42.4311 -13.2934 31.0602 0.21 -1.97 0.91 0.07
H 31.5635 -5.5603 27.8207 0.71 10.23 4.04 -0.03
H 38.4438 -13.4554 21.1470 1.88 -0.30 -0.55 0.07
H 32.3877 -12.2404 26.1657 -5.25 3.79 -1.28 -0.02
H 33.4713 -6.4449 26.3888 1.43 0.97 0.09 0.07
H 41.4970 -12.3623 30.4681 -1.53 0.71 -1.59 0.07
H 33.6796 -12.9410 24.2740 0.03 0.40 0.13 0.04
H 30.0298 -9.6601 22.9035 0.82 0.31 -0.21 0.08
H 33.1101 -9.6759 28.6307 -0.15 -1.41 1.30 0.11
H 38.4242 -16.6932 23.7865 1.20 -1.39 -0.42 0.09
H 34.8075 -10.6182 31.1342 -0.77 -1.16 -1.47 0.13
H 39.4921 -15.9800 29.7912 0.37 2.52 0.65 0.12
H 38.3423 -14.5004 29.8776 3.11 -0.44 0.35 0.12
H 29.0288 -9.0286 27.3071 2.49 0.19 -1.17 0.14
H 32.2126 -12.4115 31.9239 -0.26 1.27 -1.46 0.16
H 41.9192 -13.9331 29.4918 -0.35 0.83 0.37 0.09
H 30.8833 -13.0340 22.4540 -1.69 -1.73 0.61 0.11
H 39.5496 -15.7018 21.7406 -1.48 1.82 -0.47 0.03
H 35.4655 -11.8090 21.0577 -1.32 -0.24 -1.72 0.09
H 38.6014 -12.1261 22.3407 -1.65 -1.20 -0.45 0.12
H 33.5736 -10.6007 22.2947 3.34 -1.92 -1.44 0.00
H 40.4662 -13.5413 32.9537 0.05 -1.34 -1.80 0.16
H 34.6773 -14.7778 29.0605 -0.37 1.21 -1.46 0.13
H 36.0034 -14.2123 24.7763 0.11 0.07 -0.51 0.05
H 34.7446 -11.6732 29.6420 0.65 -0.59 -1.04 0.06
H 32.5883 -9.2947 21.9421 -0.45 -0.42 0.54 0.11
H 32.9366 -9.8784 23.6020 -0.19 0.76 2.07 0.04
H 38.5959 -13.8495 22.9208 -1.25 1.01 -1.40 0.11
H 29.3757 -11.2822 22.3838 2.27 1.42 0.33 0.13
H 31.0646 -10.2294 25.6139 0.38 3.91 1.37 0.14
H 33.2831 -8.4888 25.5348 0.65 -1.29 -1.16 0.06



Record 3
16
Properties=species:S:1:pos:R:3:forces:R:3:lowdin_charge:R:1 method="wB97M-V/def2-TZVPD" relative_energy_kcal_mol=46.9 orbital_gap_ev=9.78 charge=0 lumo_ev=0.8 homo_ev=-9.02 smiles="C=C=NC.O=C=O.N"
O -0.6777 -2.9573 1.0511 0.50 -1.01 0.44 0.17
O -1.5893 -0.8585 1.0292 -0.25 0.81 0.52 0.15
N 1.0744 -0.8948 1.6074 0.10 0.95 -0.77 0.05
N 0.5082 0.7800 -0.7536 -0.51 0.78 0.39 -0.02
C -0.9999 -1.8521 1.1422 -0.62 -0.08 -1.05 -0.51
C 0.7850 -0.0019 -1.9274 -0.07 -0.27 -0.30 -0.10
C -0.5091 1.4060 -0.4938 1.50 -0.63 -0.51 -0.21
C -1.4724 2.1557 -0.0766 -1.01 0.43 0.27 0.02
H 1.0801 -0.1635 0.8423 0.19 -0.96 1.25 0.03
H 1.0544 -0.4338 2.5103 0.09 0.06 -0.12 0.04
H 1.9095 -1.4633 1.5517 0.03 0.06 0.01 0.04
H 1.6837 0.3960 -2.4030 -0.08 -0.09 0.03 0.08
H -0.0335 -0.0200 -2.6493 -0.03 0.04 0.01 0.08
H -2.2574 1.7382 0.5306 -0.09 -0.15 0.03 0.05
H 0.9914 -1.0217 -1.5996 0.06 -0.03 -0.13 0.08
H -1.5474 3.1911 -0.3616 0.16 0.12 -0.06 0.06



Record 4
75
Properties=species:S:1:pos:R:3:forces:R:3:lowdin_charge:R:1 method="wB97M-V/def2-TZVPD" relative_energy_kcal_mol=33.6 orbital_gap_ev=5.11 charge=0 lumo_ev=-0.1 homo_ev=-5.20
Rb 0.1706 0.7348 -1.9804 0.26 -0.05 0.65 0.75
S -1.2090 -1.0458 -5.5651 0.81 1.54 0.53 0.95
P 0.3716 0.6415 2.5594 0.90 -0.44 -0.28 1.07
O -2.4982 -0.6091 -0.9406 -1.11 1.32 -0.20 -0.12
O -0.7176 0.0483 -4.5635 -0.59 -2.19 -1.23 -0.71
N -2.4166 2.2874 -1.8380 -0.33 -0.44 -0.38 0.05
C 2.4975 -0.2187 4.2008 -0.01 0.32 -0.49 -0.10
C 0.5219 -5.0362 -4.0224 0.32 -0.16 1.24 -0.26
C 3.1161 0.4061 1.9242 -0.47 -1.89 0.57 -0.25
C -0.7245 -5.0674 -4.6352 -0.24 0.76 -1.27 -0.03
C 2.7106 0.6904 0.6157 -1.67 1.58 -1.12 -0.13
C 0.5726 -2.6458 -4.2671 0.82 0.25 1.21 -0.09
C -2.5107 3.6227 -1.8613 -1.06 -0.03 0.02 -0.13
C -0.9708 4.3795 2.8199 -1.36 -0.15 0.34 -0.10
C -4.7871 2.2137 -1.5740 -0.13 -1.67 0.64 -0.03
C -1.5967 -2.1067 4.8084 1.66 0.27 -1.22 -0.10
C 1.4285 4.5946 2.9710 -1.34 0.81 0.46 -0.08
C -1.7705 -0.0874 6.0832 0.25 -0.08 -1.65 -0.07
C 2.0941 0.2844 2.9819 1.87 -0.76 -0.54 -0.34
C -0.5623 -2.6972 -5.0573 0.00 0.58 -0.02 -0.39
C 1.1353 -3.8048 -3.7163 -0.69 0.03 -1.39 -0.01
C -3.5355 1.5452 -1.7329 -0.53 1.78 0.35 -0.26
C 1.5257 3.2520 2.8653 -0.22 -2.15 0.08 -0.07
C -3.7073 4.3443 -1.8049 -0.29 -1.21 -0.51 -0.04
C -0.9003 0.5952 5.1891 -0.63 -1.35 0.27 -0.07
C 5.3817 0.0865 1.1359 0.99 -0.73 -1.84 -0.08
C -3.4751 0.0370 -1.8238 -0.86 -1.02 1.33 -0.18
C -0.2100 -0.6666 -7.0769 0.17 1.41 0.86 -0.22
C 4.9847 0.3365 -0.1857 0.10 -0.52 0.98 -0.11
C 0.1422 5.1752 3.0093 0.56 -0.23 -0.64 -0.10
C 4.4662 -0.0312 2.1860 -0.86 2.25 -0.33 -0.21
C 3.6478 0.7393 -0.3979 0.95 -0.71 1.12 -0.22
C -0.8981 2.9621 2.8262 0.63 2.71 -0.42 -0.13
C -0.7071 -1.4533 3.9496 0.52 -0.14 -0.32 -0.12
C -4.8874 3.5826 -1.7064 0.78 0.78 0.27 -0.07
C 3.8579 -0.5147 4.4395 0.70 -0.10 -0.40 -0.09
C 4.8524 -0.3506 3.4884 -0.86 -0.26 1.07 -0.05
C -2.1872 -1.3968 5.8055 0.27 1.26 1.10 -0.12
C 1.1445 -6.3533 -3.5560 -0.56 0.92 -0.66 -0.04
C 0.3702 2.4398 2.8151 -0.05 -0.68 0.25 -0.38
C -1.2443 -3.8970 -5.2716 -0.29 -0.55 0.43 -0.06
C -0.4046 -0.0885 4.0566 -1.11 0.41 0.87 -0.41
H 1.9309 -6.6337 -4.2617 -0.27 -0.30 -0.05 0.09
H -0.7503 -1.0428 -7.9280 0.06 -0.37 -0.38 0.04
H 1.6264 -6.2403 -2.6065 0.16 0.06 0.66 0.07
H -2.8974 -1.8478 6.4605 -0.38 -0.35 0.38 0.09
H -0.6184 1.6140 5.3893 0.01 0.28 -0.06 0.10
H -1.9579 4.8612 2.6653 0.64 -0.29 0.44 0.10
H -4.5341 -0.3472 -1.5665 1.57 0.43 -0.51 0.14
H -3.7006 5.4246 -1.9132 -0.07 -0.20 0.10 0.11
H -1.6115 4.1778 -2.0022 0.75 0.13 0.15 0.10
H -0.1430 0.4682 -7.1580 -0.44 -1.45 0.33 0.08
H -5.8613 4.0584 -1.6980 0.07 0.00 0.19 0.11
H 0.9682 -1.6504 -3.9772 -0.13 -0.75 -0.45 0.10
H 0.0416 6.2473 3.1142 -0.07 0.03 -0.14 0.09
H 5.6202 0.0524 -1.0531 -0.02 0.83 0.76 0.09
H 2.3044 5.1870 3.0684 0.57 0.52 0.06 0.09
H -1.6707 -3.1662 4.7241 -0.51 -0.61 -0.13 0.09
H 4.0702 -0.9490 5.3955 0.42 0.12 0.52 0.09
H -2.7381 -0.2879 -0.0478 0.49 -0.41 -0.41 0.10
H -2.2166 0.3866 6.9302 0.01 0.50 0.39 0.09
H 2.4694 2.7101 2.8826 -0.03 0.42 -0.17 0.10
H -1.7972 2.3776 2.7845 -0.18 -0.31 -0.13 0.09
H -2.1804 -3.9219 -5.8779 0.83 -0.03 0.70 0.12
H -5.6765 1.6370 -1.1970 0.88 0.48 -1.01 0.13
H 5.9150 -0.4358 3.6862 -0.08 -0.42 0.28 0.10
H 6.4405 -0.1299 1.3110 -0.31 -0.21 0.10 0.10
H 3.4588 1.1128 -1.3773 -0.66 0.03 -1.00 0.03
H -3.2122 -0.3004 -2.8255 -0.03 0.17 -0.05 0.11
H 0.8191 -1.0175 -6.9751 -0.27 -0.30 -0.07 0.06
H 2.0555 -3.7749 -3.1436 -0.14 0.08 0.02 0.12
H 1.7947 -0.3671 5.0166 0.10 -0.03 -0.16 0.09
H 0.3414 -7.0880 -3.4854 0.40 -0.26 -0.08 0.08
H -1.2317 -6.0443 -4.6665 0.08 0.68 -0.34 0.12
H -0.1295 -1.9982 3.1782 -0.74 0.09 0.33 0.11